95
Properties=species:S:1:pos:R:3 method="wB97M-V/def2-TZVPD" charge=-1 s2=2.010 lumo_energy_ev="2.354 / 2.354" e_tot_ha=-14431.68644 orbital_gap_ev="6.431 / 6.946" spin_multiplicity=3 relative_energy_kj_mol=216.1
V 0.0428 -0.9333 -0.3784
Br -4.0112 0.2217 -5.8414
C -3.3803 -0.0370 -4.0792
C -4.2407 0.0701 -2.9980
Br -6.0705 0.4552 -3.2739
C -3.7514 -0.1201 -1.6997
Br -4.8779 -0.0121 -0.1804
C -2.4099 -0.4000 -1.4596
O -1.8888 -0.6629 -0.3077
C -1.5062 -0.4581 -2.5797
O -0.2604 -0.6917 -2.2951
C -2.0226 -0.3147 -3.8621
Br -0.8202 -0.5899 -5.3023
N 0.8742 2.4842 1.1253
P -0.2516 2.0511 -0.1598
C -0.9769 3.7529 -0.2575
C -0.4088 4.7859 -0.9991
C -0.9745 6.0513 -0.9859
C -2.1083 6.3033 -0.2275
C -2.7000 5.2741 0.4888
C -2.1447 4.0043 0.4608
C 0.8457 2.1857 -1.6240
C 0.2386 2.1495 -2.8776
C 1.0050 2.1717 -4.0288
C 2.3886 2.2390 -3.9366
C 2.9962 2.3132 -2.6933
C 2.2275 2.2822 -1.5391
P 1.5671 1.2982 2.1882
C 2.7132 2.4832 3.0405
C 2.4202 3.2261 4.1814
C 3.3927 4.0143 4.7801
C 4.6687 4.0864 4.2426
C 4.9690 3.3624 3.0979
C 4.0006 2.5643 2.5115
C 0.2896 1.1334 3.5022
C -1.0667 1.3052 3.2489
C -2.0139 0.9945 4.2125
C -1.6112 0.5118 5.4477
C -0.2617 0.3035 5.6987
C 0.6812 0.5955 4.7288
H 0.4935 3.2579 1.6637
H 0.4788 4.5986 -1.5870
H -0.5240 6.8434 -1.5707
H -2.5298 7.2998 -0.1959
H -3.5980 5.4589 1.0640
H -2.6247 3.1955 0.9991
H -0.8447 2.1130 -2.9364
H 0.5355 2.1213 -5.0013
H 2.9886 2.2377 -4.8378
H 4.0745 2.3944 -2.6250
H 2.6870 2.3440 -0.5607
H 1.4314 3.1740 4.6181
H 3.1533 4.5753 5.6751
H 5.4280 4.6925 4.7206
H 5.9634 3.4149 2.6731
H 4.2408 1.9741 1.6341
H -1.3945 1.6503 2.2777
H -3.0682 1.1004 3.9896
H -2.3504 0.2693 6.2005
H 0.0484 -0.1076 6.6518
H 1.7306 0.3894 4.9018
O 1.1631 -2.8323 2.6211
C 0.2592 -2.5088 1.8681
O -0.0283 -1.3187 1.4856
C -0.7092 -3.5584 1.2854
P -0.6700 -3.2289 -0.5203
C 0.7960 -4.1527 -1.1243
C 1.2796 -5.3453 -0.5933
C 2.4610 -5.8926 -1.0708
C 3.1696 -5.2584 -2.0804
C 2.6883 -4.0768 -2.6237
C 1.5028 -3.5306 -2.1552
C -2.0930 -4.2239 -1.1226
C -2.8599 -3.7190 -2.1716
C -4.0596 -4.3197 -2.5189
C -4.4966 -5.4390 -1.8269
C -3.7208 -5.9718 -0.8075
C -2.5264 -5.3666 -0.4537
H -1.7109 -3.2889 1.6325
H -0.4559 -4.5739 1.5832
H 0.7462 -5.8513 0.2014
H 2.8348 -6.8156 -0.6457
H 4.1013 -5.6798 -2.4360
H 3.2438 -3.5677 -3.4009
H 1.1295 -2.6005 -2.5720
H -2.5176 -2.8409 -2.7062
H -4.6655 -3.9053 -3.3138
H -5.4478 -5.8912 -2.0740
H -4.0522 -6.8521 -0.2714
H -1.9262 -5.7839 0.3440
C 2.9870 -1.0169 -0.3274
O 1.6479 -0.7034 -0.4815
H 3.6280 -0.1537 -0.5440
H 3.2596 -1.8322 -1.0074
H 3.1599 -1.3508 0.7043